Entry from the OMol25 dataset: a cluster of 10 separate species, C19H56F6N8O9P in total at a distorted geometry (ωB97M-V/def2-TZVPD).

Values from the calculation:
Total charge: -1
LUMO level, eV: 2.0
Kohn-Sham gap, eV: 8.44
Energy relative to the best compared isomer or geometry (same formula, charge and spin), kcal/mol: 0.0
HOMO energy, hartree: -0.236

Bonds (Å) are listed after each position.
Atoms and positions in Å:
1 P -0.036 0.214 0.773  F2 1.612, F3 1.612, F4 1.605, F5 1.629, F6 1.602, F7 1.676
2 F -0.085 -0.896 1.941  P1 1.612
3 F 0.088 1.365 -0.349  P1 1.612
4 F -1.568 0.618 1.027  P1 1.605
5 F 0.465 1.221 1.952  P1 1.629
6 F -0.412 -0.890 -0.324  P1 1.602
7 F 1.592 -0.109 0.542  P1 1.676
8 O -2.729 -2.143 1.737  C32 1.414, H63 0.965
9 O 3.881 2.122 -2.123  C27 1.227
10 O -4.234 -1.081 -2.073  C38 1.422, H79 0.963
11 O 2.266 0.584 5.136  C35 1.222
12 O 4.169 -2.760 1.810  C30 1.231
13 O 4.546 3.183 2.555  C25 1.232
14 O 2.358 -3.189 -4.354  C33 1.438, H98 0.960
15 O -3.678 2.768 3.332  C41 1.444, H48 0.966
16 O -0.527 5.936 1.027  C34 1.426, H58 0.961
17 N 2.510 -0.956 3.471  C35 1.368, H72 1.014, H84 1.009
18 N 2.668 3.034 1.267  C25 1.360, H53 1.002, H66 1.001
19 N 5.534 -2.879 -0.006  C30 1.378, H69 1.003, H85 1.004
20 N 3.414 -2.000 -0.219  C30 1.365, H45 1.008, H95 1.002
21 N 2.002 0.888 -2.365  C27 1.358, H61 1.004, H68 1.005
22 N 3.199 1.541 -4.219  C27 1.369, H51 1.001, H65 1.002
23 N 4.269 -0.482 4.864  C35 1.375, H67 1.004, H92 0.999
24 N 3.799 1.183 1.688  C25 1.345, H76 1.007, H78 1.001
25 C 3.721 2.501 1.944  O13 1.232, N18 1.360, N24 1.345
26 C -1.740 4.197 -0.032  C34 1.517, H56 1.087, H73 1.092, H96 1.095
27 C 3.097 1.524 -2.854  O9 1.227, N21 1.358, N22 1.369
28 C -2.762 0.696 -2.863  C38 1.531, H50 1.088, H74 1.095, H80 1.096
29 C 0.382 -2.213 -3.311  C33 1.514, H49 1.091, H82 1.088, H89 1.094
30 C 4.335 -2.580 0.604  O12 1.231, N19 1.378, N20 1.365
31 C -3.597 0.614 4.351  C41 1.525, H44 1.094, H71 1.097, H91 1.089
32 C -2.911 -3.425 1.169  O8 1.414, C36 1.526, C43 1.537, H54 1.097
33 C 1.163 -3.476 -3.607  O14 1.438, C29 1.514, C40 1.523, H70 1.095
34 C -0.356 4.719 0.304  O16 1.426, C26 1.517, C42 1.514, H55 1.099
35 C 2.958 -0.225 4.536  O11 1.222, N17 1.368, N23 1.375
36 C -4.394 -3.777 1.101  C32 1.526, H60 1.091, H81 1.092, H94 1.091
37 C -4.118 -0.706 -4.491  C38 1.516, H57 1.088, H75 1.092, H77 1.092
38 C -3.407 -0.661 -3.152  O10 1.422, C28 1.531, C37 1.516, H88 1.093
39 C -1.780 2.326 4.793  C41 1.513, H59 1.089, H64 1.091, H83 1.091
40 C 0.317 -4.487 -4.369  C33 1.523, H46 1.096, H87 1.093, H97 1.092
41 C -3.252 2.088 4.533  O15 1.444, C31 1.525, C39 1.513, H90 1.094
42 C 0.569 4.955 -0.872  C34 1.514, H62 1.098, H86 1.090, H99 1.092
43 C -2.241 -3.535 -0.211  C32 1.537, H47 1.093, H52 1.095, H93 1.090
44 H -3.306 0.012 5.217  C31 1.094
45 H 2.547 -1.683 0.186  N20 1.008
46 H 0.329 -4.315 -5.452  C40 1.096
47 H -2.575 -4.378 -0.820  C43 1.093
48 H -3.135 2.443 2.603  O15 0.966
49 H 0.169 -1.638 -4.212  C29 1.091
50 H -2.281 0.699 -1.887  C28 1.088
51 H 2.548 1.043 -4.793  N22 1.001
52 H -2.546 -2.648 -0.777  C43 1.095
53 H 2.618 4.016 1.074  N18 1.002
54 H -2.387 -4.124 1.832  C32 1.097
55 H 0.050 3.933 0.956  C34 1.099
56 H -2.322 3.962 0.855  C26 1.087
57 H -4.508 -1.702 -4.689  C37 1.088
58 H 0.253 6.132 1.554  O16 0.961
59 H -1.564 2.409 5.857  C39 1.089
60 H -4.829 -3.518 0.134  C36 1.091
61 H 1.277 0.606 -2.998  N21 1.004
62 H -0.052 5.293 -1.712  C42 1.098
63 H -2.121 -1.621 1.198  O8 0.965
64 H -1.520 3.259 4.291  C39 1.091
65 H 3.968 2.057 -4.601  N22 1.002
66 H 1.933 2.505 0.843  N18 1.001
67 H 4.805 -0.928 4.141  N23 1.004
68 H 1.780 0.926 -1.386  N21 1.005
69 H 6.360 -2.898 0.563  N19 1.003
70 H 1.555 -3.929 -2.690  C33 1.095
71 H -2.991 0.201 3.535  C31 1.097
72 H 3.092 -1.549 2.890  N17 1.014
73 H -2.273 4.867 -0.710  C26 1.092
74 H -2.041 0.914 -3.657  C28 1.095
75 H -4.923 0.032 -4.469  C37 1.092
76 H 3.054 0.764 1.155  N24 1.007
77 H -3.379 -0.431 -5.245  C37 1.092
78 H 4.555 0.627 2.036  N24 1.001
79 H -4.908 -0.418 -1.894  O10 0.963
80 H -3.421 1.571 -2.893  C28 1.096
81 H -4.956 -3.213 1.849  C36 1.092
82 H -0.527 -2.421 -2.750  C29 1.088
83 H -1.190 1.533 4.331  C39 1.091
84 H 1.692 -0.531 3.060  N17 1.009
85 H 5.632 -2.566 -0.954  N19 1.004
86 H 1.285 5.771 -0.773  C42 1.090
87 H -0.756 -4.401 -4.181  C40 1.093
88 H -2.571 -1.364 -3.143  C38 1.093
89 H 1.003 -1.630 -2.625  C29 1.094
90 H -3.897 2.573 5.271  C41 1.094
91 H -4.628 0.413 4.064  C31 1.089
92 H 4.720 -0.104 5.671  N23 0.999
93 H -1.156 -3.592 -0.131  C43 1.090
94 H -4.558 -4.827 1.350  C36 1.091
95 H 3.758 -1.717 -1.117  N20 1.002
96 H -1.545 3.264 -0.569  C26 1.095
97 H 0.655 -5.506 -4.171  C40 1.092
98 H 2.681 -4.011 -4.732  O14 0.960
99 H 1.072 4.028 -1.151  C42 1.092

Results of the Mulliken charge analysis, in e, for atoms 1 through 8: P 1.8154; F -0.3044; F -0.2288; F -0.3050; F -0.5634; F -0.2671; F -0.1284; O -0.5847